[1]
C17H18F2O2Si | ωB97M-V/def2-TZVPD

```
40
C17H18F2O2Si ωB97M-V/def2-TZVPD
C -0.2057 -1.2237 1.0059
Si 0.6399 0.4704 0.6324
C 0.8622 1.5554 2.2294
C -0.1884 1.4355 -0.8013
C -1.4099 2.3895 -0.3810
C -2.6161 1.6715 0.3753
F -3.7778 2.5214 0.1678
F -2.4375 1.6604 1.8112
C -3.0242 0.2401 -0.1834
C -3.5129 -0.7131 0.7660
C -3.9928 -2.1688 0.2619
O -4.8831 -2.8447 0.8266
C -3.2227 -2.7393 -1.0158
C -2.7280 -1.7966 -1.9594
C -2.9874 -0.2253 -1.6983
O -3.1542 0.5313 -2.6949
C 2.4544 0.0248 0.0945
C 3.5080 1.1615 -0.1561
C 4.9797 0.8800 -0.5773
C 5.4579 -0.5929 -0.7336
C 4.4302 -1.7327 -0.4788
C 2.9430 -1.4595 -0.0818
H -0.6806 -1.6013 0.0350
H 0.5597 -2.0129 1.3515
H -0.9608 -1.0969 1.8508
H 1.2476 2.6006 1.9155
H -0.0825 1.6103 2.8643
H 1.6907 1.0543 2.8623
H 0.6296 2.1345 -1.2307
H -0.4241 0.6913 -1.6384
H -1.7770 3.0052 -1.2754
H -0.9774 3.1631 0.3632
H -3.6228 -0.5013 1.8767
H -3.0707 -3.8583 -1.1328
H -2.1432 -2.1263 -2.8748
H 3.2063 2.2540 -0.0287
H 5.7330 1.7228 -0.7821
H 6.5099 -0.9044 -1.0376
H 4.7674 -2.8266 -0.6011
H 2.2605 -2.3532 0.0732
```

E_HOMO = -8.90 eV
E = -1298.0614 a.u.
Orbital gap = 7.2 eV
SMILES = C[Si](C)(CCC(F)(F)C1=CC(=O)C=CC1=O)c1ccccc1
Strongest force on any atom = 4.715 eV/Å
Multiplicity = 1


[2]
H3N3OS | ωB97M-V/def2-TZVPD

```
8
H3N3OS ωB97M-V/def2-TZVPD
O 1.3653 1.7855 -0.1225
N 1.3913 0.6263 -0.0639
N 1.6076 -0.3889 -0.5570
S 1.5753 -1.8944 -0.5960
N -1.2643 -0.1876 0.2262
H -2.0418 0.0644 -0.4665
H -0.8725 0.6789 0.6451
H -1.7609 -0.6842 0.9346
```

Energy above the lowest of the compared OMol25 structures with the same formula, charge and spin = 101.5 kcal/mol
E_HOMO (spin up / spin down) = -8.63 / -8.63 eV
E = -639.3342 a.u.
Orbital gap (spin up / spin down) = 8.0 / 8.0 eV
SMILES = O=NN=S.N
Strongest force on any atom = 4.190 eV/Å
Multiplicity = 1


[3]
C50H39Cl5NNiOP2 | ωB97M-V/def2-TZVPD

```
99
C50H39Cl5NNiOP2 ωB97M-V/def2-TZVPD
Ni 1.0340 0.2181 -0.3936
C -1.3621 2.7281 -1.5154
P -2.4120 1.4112 -0.7545
C -3.9869 1.8702 -1.5796
C -4.0685 1.7398 -2.9680
C -5.2176 2.1033 -3.6526
C -6.3129 2.6015 -2.9619
C -6.2396 2.7484 -1.5854
C -5.0846 2.3955 -0.9009
C -2.7200 1.9236 0.9756
C -3.5612 1.1290 1.7573
C -3.7937 1.4392 3.0871
C -3.1734 2.5419 3.6627
C -2.3163 3.3203 2.8998
C -2.0848 3.0158 1.5636
C -0.0327 3.1129 -0.9408
C 0.3575 4.4302 -0.7491
C 1.6838 4.3858 -0.2709
C 2.0179 3.0448 -0.1975
C 3.3313 2.4510 0.2379
P 3.2299 0.6161 0.1541
C 4.5830 0.1272 1.2975
C 5.9391 0.2213 0.9871
C 6.9044 -0.1225 1.9214
C 6.5282 -0.5647 3.1837
C 5.1827 -0.6673 3.5034
C 4.2194 -0.3298 2.5617
C 3.9574 0.2147 -1.4718
C 4.4406 -1.0693 -1.7217
C 4.8463 -1.4361 -2.9955
C 4.7656 -0.5291 -4.0437
C 4.2688 0.7457 -3.8090
C 3.8633 1.1148 -2.5343
N 0.9713 2.2583 -0.5957
H -1.9945 3.6205 -1.5095
H -1.2864 2.4215 -2.5619
H -3.2270 1.3468 -3.5237
H -5.2572 1.9902 -4.7288
H -7.2151 2.8764 -3.4936
H -7.0848 3.1437 -1.0354
H -5.0448 2.5273 0.1714
H -4.0225 0.2506 1.3243
H -4.4502 0.8111 3.6767
H -3.3480 2.7827 4.7043
H -1.8124 4.1704 3.3433
H -1.3864 3.6147 0.9937
H -0.2463 5.3053 -0.9471
H 2.3246 5.2189 -0.0192
H 3.5564 2.7028 1.2790
H 4.1652 2.8244 -0.3659
H 6.2389 0.5582 0.0016
H 7.9540 -0.0467 1.6638
H 7.2829 -0.8381 3.9109
H 4.8811 -1.0243 4.4806
H 3.1662 -0.4340 2.7972
H 4.4711 -1.7976 -0.9189
H 5.2088 -2.4414 -3.1719
H 5.0732 -0.8193 -5.0408
H 4.1848 1.4548 -4.6238
H 3.4436 2.1009 -2.3707
C 1.6507 -4.6520 -0.1715
C 1.4278 -4.0527 -1.4034
C 1.2084 -2.6796 -1.4868
C 1.1843 -1.8225 -0.3732
C 1.4455 -2.4796 0.8420
C 1.6692 -3.8462 0.9602
H 1.8168 -5.7205 -0.0949
H 1.4274 -4.6556 -2.3069
H 1.0764 -2.2622 -2.4823
H 1.4940 -1.8931 1.7593
H 1.8580 -4.2848 1.9358
Cl -4.5464 -1.1593 -0.7465
C -3.2347 -1.4379 -1.8635
C -2.2101 -0.5303 -1.9801
C -1.1859 -0.7840 -2.8641
Cl 0.1951 0.2598 -2.8794
C -1.2123 -1.8981 -3.6989
Cl 0.0311 -2.1555 -4.8651
C -2.2500 -2.8176 -3.5678
Cl -2.2717 -4.2381 -4.5457
C -3.2572 -2.6019 -2.6301
Cl -4.5194 -3.7665 -2.4364
C 0.1159 0.0974 3.5936
C -0.6196 -0.4605 2.4030
O -0.5074 0.0618 1.3108
C -1.5017 -1.6538 2.5764
C -1.8682 -2.1311 3.8313
C -2.6980 -3.2375 3.9396
C -3.1502 -3.8771 2.7936
C -2.7754 -3.4124 1.5393
C -1.9537 -2.3040 1.4297
H 0.7980 0.8696 3.2432
H 0.6650 -0.6838 4.1225
H -0.6002 0.5400 4.2912
H -1.5152 -1.6344 4.7272
H -2.9881 -3.6035 4.9168
H -3.7917 -4.7459 2.8788
H -3.1193 -3.9175 0.6454
H -1.6203 -1.9388 0.4699
```

Energy above the lowest of the compared OMol25 structures with the same formula, charge and spin = 65.1 kcal/mol
E_HOMO (spin up / spin down) = -3.40 / -3.81 eV
Charge = -1
E = -6550.7023 a.u.
Expectation value of S² = 2.019
Orbital gap (spin up / spin down) = 5.7 / 5.8 eV
Strongest force on any atom = 0.496 eV/Å
Multiplicity = 3